Entry from the Open Molecules 2025 dataset: C29H49AsIrN10Se as an isolated structure (wB97M-V/def2-TZVPD).

```
91
Properties=species:S:1:pos:R:3:mulliken_charge:R:1
Ir -0.72 -0.97 0.02 2.815
N -1.33 0.42 1.50 -0.878
C -1.70 -0.06 2.87 0.074
C -2.81 -1.10 2.80 -1.150
C -2.34 -2.45 2.31 -0.352
N -2.01 -2.42 0.86 -0.564
H -0.65 1.18 1.57 0.058
H -2.18 0.87 1.16 0.232
H -2.01 0.79 3.47 0.558
H -0.82 -0.49 3.34 -0.173
H -3.63 -0.73 2.17 0.318
H -3.24 -1.21 3.80 0.535
H -3.11 -3.21 2.47 0.536
H -1.45 -2.77 2.85 -0.077
H -2.89 -2.35 0.36 0.407
H -1.64 -3.33 0.60 0.378
Se -4.29 -3.88 -6.12 0.445
N -4.74 -2.63 -4.96 -0.832
C -3.73 -2.51 -4.13 0.690
C -3.70 -1.55 -3.03 0.407
C -4.74 -0.65 -2.79 -0.591
C -4.61 0.25 -1.75 -1.129
C -3.46 0.23 -0.98 -0.371
N -2.46 -0.63 -1.18 0.156
C -2.58 -1.52 -2.20 -0.172
C -1.46 -2.42 -2.42 -0.014
N -0.43 -2.34 -1.53 0.037
C 0.63 -3.12 -1.73 0.016
C 0.72 -4.03 -2.79 -1.174
C -0.33 -4.13 -3.67 -0.748
C -1.45 -3.31 -3.49 0.778
C -2.61 -3.36 -4.36 0.733
N -2.71 -4.17 -5.39 -0.818
H -5.63 -0.67 -3.42 0.617
H -5.39 0.97 -1.53 0.515
H -3.35 0.96 -0.19 0.360
H 1.43 -3.04 -1.02 0.047
H 1.60 -4.64 -2.89 0.566
H -0.31 -4.83 -4.50 0.629
C 0.92 6.78 -0.32 -1.473
C 1.44 5.73 0.68 1.249
C 1.84 6.38 2.01 -1.683
C 2.55 4.88 0.10 -1.671
N 0.26 4.86 0.99 0.125
N -0.21 3.90 0.19 -0.268
H 1.71 7.52 -0.46 0.445
H 0.05 7.30 0.05 0.425
H 0.70 6.33 -1.29 0.356
H 2.67 7.06 1.83 0.428
H 2.16 5.64 2.74 0.417
H 1.02 6.97 2.43 0.480
H 3.42 5.52 -0.07 0.480
H 2.30 4.45 -0.88 0.501
H 2.86 4.09 0.79 0.365
H -0.44 5.24 1.63 0.386
H 0.45 3.65 -0.54 0.090
H -1.17 4.02 -0.11 0.311
C 0.94 -4.20 2.97 -1.176
C 1.04 -2.70 3.20 -1.132
As 1.22 -1.60 1.59 -0.078
C 1.72 0.08 2.52 -0.367
C 3.17 0.28 2.95 -1.421
C 2.79 -2.42 0.74 -0.637
C 4.09 -2.45 1.53 -1.521
H 1.00 -4.73 3.92 0.437
H 1.75 -4.58 2.35 0.285
H 0.00 -4.50 2.50 0.269
H 1.95 -2.45 3.75 0.716
H 0.21 -2.32 3.79 0.707
H 1.10 0.07 3.41 0.515
H 1.39 0.92 1.91 0.301
H 3.57 -0.58 3.47 0.353
H 3.22 1.12 3.64 0.427
H 3.83 0.50 2.11 0.321
H 2.93 -1.95 -0.24 0.608
H 2.46 -3.45 0.57 0.595
H 4.59 -1.49 1.55 0.358
H 4.77 -3.16 1.03 0.423
H 3.96 -2.81 2.55 0.323
C -0.63 0.82 -3.28 -1.281
C 0.52 0.78 -2.33 0.351
N 0.63 0.32 -1.07 0.477
C 1.94 0.59 -0.69 -0.469
C 2.62 1.16 -1.71 -1.347
N 1.71 1.27 -2.72 0.054
H -1.58 0.68 -2.78 0.040
H -0.52 0.06 -4.06 0.369
H -0.65 1.79 -3.78 0.571
H 2.34 0.33 0.27 0.388
H 3.64 1.48 -1.80 0.466
H 1.89 1.65 -3.64 0.243
```

Properties
Spin multiplicity: 2
Charge: +4
HOMO level (alpha / beta), eV: -18.25 / -18.25
Calculated total energy, hartree: -6422.2662
Gap between HOMO and LUMO (alpha / beta), Ha: 0.2749 / 0.2281
Largest force on an atom, eV/Å: 0.8


Entry from the Open Molecules 2025 dataset: an isolated ion of composition C5H8O and charge -1 (wB97M-V/def2-TZVPD).

```
14
Properties=species:S:1:pos:R:3:mulliken_charge:R:1
C 0.36 -0.06 -1.76 -0.235
C 0.60 -1.06 -2.70 -0.983
C -0.70 0.27 1.93 -0.289
O -0.46 1.34 2.88 -0.524
C -0.21 0.62 0.57 -0.559
C -0.28 -0.24 -0.52 -0.279
H 0.78 0.94 -1.84 0.281
H 0.51 -2.12 -2.45 0.233
H 1.27 -0.92 -3.55 0.234
H -0.20 -0.64 2.32 0.157
H -1.78 0.13 2.02 0.216
H 0.50 1.43 2.98 0.277
H 0.51 1.45 0.56 0.153
H -0.88 -1.14 -0.44 0.317
```

Properties
Spin multiplicity: 2
Charge: -1
HOMO level (alpha / beta), eV: 0.13 / -2.51
Calculated total energy, hartree: -270.4661
Gap between HOMO and LUMO (alpha / beta), Ha: 0.1416 / 0.2371
Largest force on an atom, eV/Å: 0.9


Entry from the Open Molecules 2025 dataset: C33H37N7O7OsP2 as an isolated structure at a distorted geometry (wB97M-V/def2-TZVPD).

```
87
Properties=species:S:1:pos:R:3:mulliken_charge:R:1
Os 0.11 -0.68 2.12 1.564
C -1.05 1.24 3.00 -0.694
C -1.61 0.71 1.82 -1.099
C -1.42 1.43 0.51 -0.437
C -0.12 1.12 -0.25 2.214
C 1.01 0.51 0.54 0.069
C 1.52 1.10 1.72 -1.165
C 1.09 2.45 2.21 -1.172
C -0.23 2.49 3.00 -1.441
C 1.33 -2.24 2.07 -1.300
H -1.54 1.02 3.94 1.031
H -2.52 0.09 1.92 0.659
H -1.52 2.52 0.63 0.320
H -2.28 1.13 -0.11 0.327
H -0.39 0.40 -1.05 -1.936
H 0.19 2.03 -0.79 0.790
H 1.73 -0.10 -0.04 0.099
H 2.54 0.81 2.00 0.630
H 1.04 3.19 1.39 0.437
H 1.90 2.81 2.87 0.515
H 0.01 2.77 4.04 0.427
H -0.83 3.34 2.63 0.565
H 1.03 -2.93 2.88 0.393
H 2.38 -1.98 2.24 0.444
H 1.26 -2.79 1.12 0.258
P 1.51 -0.99 -2.22 0.308
P -2.28 -0.24 -2.40 -0.318
N 2.97 -0.09 -2.74 0.618
N 1.95 -2.40 -3.17 0.586
N -2.40 1.31 -3.19 0.694
N -3.76 -0.83 -3.18 0.316
C 0.37 -0.27 -3.44 -1.884
C -1.01 -0.98 -3.52 -1.464
C 4.24 -0.25 -2.16 -0.563
C 5.08 0.76 -2.64 -0.615
C 4.32 1.53 -3.58 -0.750
C 3.04 0.98 -3.63 -0.396
C 2.58 -3.53 -2.62 -0.101
C 2.81 -4.44 -3.63 -0.616
C 2.38 -3.84 -4.87 -0.643
C 1.89 -2.58 -4.56 -0.131
C -2.61 2.48 -2.45 -0.532
C -2.42 3.57 -3.27 -0.772
C -2.10 3.07 -4.58 -0.837
C -2.09 1.69 -4.51 -0.523
C -4.62 -0.36 -4.18 -0.253
C -5.46 -1.40 -4.58 -0.632
C -5.11 -2.55 -3.79 -0.620
C -4.09 -2.18 -2.94 -0.397
H 0.79 -0.22 -4.46 1.103
H 0.27 0.78 -3.12 0.907
H -1.37 -0.98 -4.57 0.484
H -0.95 -2.03 -3.21 0.683
H 4.42 -1.05 -1.46 0.419
H 6.10 0.93 -2.34 0.472
H 4.66 2.39 -4.13 0.455
H 2.18 1.26 -4.21 0.510
H 2.78 -3.55 -1.56 0.465
H 3.22 -5.43 -3.51 0.468
H 2.42 -4.27 -5.86 0.492
H 1.48 -1.82 -5.20 0.530
H -2.88 2.43 -1.41 0.706
H -2.47 4.60 -2.95 0.448
H -1.89 3.68 -5.46 0.503
H -1.90 0.95 -5.27 0.527
H -4.60 0.67 -4.51 0.396
H -6.21 -1.36 -5.35 0.440
H -5.55 -3.54 -3.86 0.437
H -3.55 -2.73 -2.18 0.374
O -1.40 -0.19 9.75 -0.546
N -0.40 0.33 9.21 0.950
O 0.43 1.01 9.86 -0.561
C -0.15 0.17 7.80 -0.679
C -0.97 -0.59 6.95 -0.595
C -0.59 -0.76 5.61 -0.325
C 0.66 -0.24 5.12 1.535
O 1.04 -0.29 3.89 -0.714
C 1.45 0.53 6.03 -0.611
C 1.02 0.78 7.32 -0.366
N 2.62 1.19 5.43 1.083
O 2.77 2.40 5.72 -0.562
O 3.37 0.56 4.69 -0.562
N -1.51 -1.40 4.73 1.137
O -2.57 -1.80 5.22 -0.548
O -1.26 -1.61 3.46 -0.701
H -1.88 -1.08 7.28 0.640
H 1.61 1.40 8.01 0.639
```

Properties
Spin multiplicity: 5
Charge: +2
HOMO level (alpha / beta), eV: -12.39 / -12.39
Calculated total energy, hartree: -2961.9331
Gap between HOMO and LUMO (alpha / beta), Ha: 0.1938 / 0.1070
Largest force on an atom, eV/Å: 4.0


Entry from the Open Molecules 2025 dataset: C20H22BrClKN5O6Te as an isolated structure at a distorted geometry (wB97M-V/def2-TZVPD).

```
57
Properties=species:S:1:pos:R:3:mulliken_charge:R:1
K -1.24 2.85 0.82 0.977
Br -0.02 1.84 3.78 -0.268
C 1.85 1.99 3.41 0.481
C 2.67 2.13 4.49 -0.583
C 4.07 2.23 4.28 -0.357
C 4.57 2.19 3.02 -0.821
C 3.72 2.04 1.89 1.214
C 4.25 2.00 0.59 -0.821
C 3.39 1.87 -0.47 -0.626
C 2.00 1.79 -0.28 -0.514
C 1.38 1.81 0.96 -0.993
C 2.30 1.95 2.05 0.483
H 2.26 2.15 5.49 0.358
H 4.72 2.34 5.14 0.346
H 5.64 2.26 2.85 0.271
H 5.32 2.05 0.45 0.261
H 3.80 1.83 -1.48 0.334
H 1.39 1.69 -1.18 0.352
N -1.20 2.44 -2.46 -0.247
N -1.00 3.68 -3.12 -0.248
C -0.95 4.81 -2.36 0.328
N -0.83 5.97 -3.06 -0.483
N -1.06 4.63 -1.07 -0.285
N -0.98 5.71 -0.21 1.313
O -0.79 6.86 -0.59 -0.763
O -1.11 5.41 0.97 -0.703
H -1.25 1.73 -3.17 0.262
H -2.11 2.46 -1.99 0.053
H -1.54 3.83 -3.97 0.257
H -0.24 5.90 -3.88 0.241
H -0.66 6.78 -2.47 0.309
O -4.31 0.59 -1.17 -0.581
Cl -4.30 1.73 -0.32 1.740
O -3.37 1.57 0.77 -0.686
O -5.61 1.98 0.21 -0.720
O -3.85 2.90 -1.09 -0.815
C -0.78 -7.98 -0.59 -1.405
C -0.80 -6.48 -0.46 0.836
C -1.85 -5.72 -0.94 -1.104
C -1.89 -4.33 -0.81 1.022
C -3.07 -3.59 -1.37 -1.671
C -0.83 -3.64 -0.18 -0.486
Te -0.91 -1.51 0.03 -0.141
C 0.25 -4.41 0.30 1.060
C 1.45 -3.79 0.97 -1.511
C 0.25 -5.79 0.16 -0.784
H -1.69 -8.33 -1.08 0.327
H -0.72 -8.47 0.38 0.299
H 0.08 -8.32 -1.18 0.293
H -2.69 -6.22 -1.43 0.130
H -3.83 -4.29 -1.74 0.323
H -2.76 -2.93 -2.18 0.298
H -3.51 -2.93 -0.62 0.341
H 1.28 -2.74 1.18 0.197
H 2.33 -3.87 0.32 0.275
H 1.68 -4.31 1.90 0.334
H 1.10 -6.36 0.54 0.300
```

Properties
Charge: -2
HOMO level, eV: -0.22
Calculated total energy, hartree: -5402.3715
Gap between HOMO and LUMO, Ha: 0.1412
Largest force on an atom, eV/Å: 1.1


Entry from the Open Molecules 2025 dataset: a 3-piece molecular cluster, C20H29NO8S2 overall (wB97M-V/def2-TZVPD).

```
60
Properties=species:S:1:pos:R:3:mulliken_charge:R:1
C -3.36 -0.61 -0.91 -1.182
C -3.54 -1.40 0.39 -0.211
C -3.60 -2.90 0.12 -1.193
C -3.41 -3.77 1.36 0.356
C -3.48 -5.27 1.03 -1.546
C -2.16 -3.48 2.14 0.003
C -0.92 -3.30 1.65 0.914
O -0.60 -3.38 0.33 -0.530
C 0.20 -3.00 2.59 0.202
O 1.07 -2.21 2.31 -0.560
C 0.13 -3.69 3.90 -0.547
C -1.09 -3.90 4.40 0.253
N -1.34 -4.56 5.64 -0.533
C -1.42 -5.78 5.62 0.684
O -1.53 -6.93 5.67 -0.402
C -2.27 -3.37 3.63 0.188
O -3.21 -2.87 4.18 -0.567
H -3.62 0.44 -0.77 0.393
H -2.32 -0.66 -1.23 0.115
H -4.00 -1.04 -1.69 0.362
H -4.46 -1.10 0.89 0.315
H -2.70 -1.16 1.05 0.276
H -4.60 -3.13 -0.29 0.536
H -2.88 -3.18 -0.66 0.281
H -4.24 -3.55 2.04 0.507
H -3.30 -5.87 1.92 0.396
H -4.47 -5.51 0.64 0.424
H -2.72 -5.53 0.29 0.323
H -0.17 -2.56 0.05 0.273
H 1.04 -4.03 4.38 0.486
O -0.40 0.57 -1.65 -0.677
S 0.05 0.30 -3.00 1.307
O -0.76 -0.48 -3.90 -0.731
C 0.53 1.84 -3.76 -0.900
C 2.00 2.00 -3.38 0.139
C 2.64 0.61 -3.56 -0.927
C 1.70 -0.41 -2.90 -0.731
H -0.11 2.63 -3.39 0.395
H 0.40 1.72 -4.84 0.356
H 2.49 2.76 -3.99 0.448
H 2.07 2.30 -2.34 -0.214
H 2.74 0.39 -4.63 0.313
H 3.63 0.57 -3.13 0.346
H 1.70 -1.37 -3.41 0.468
H 1.93 -0.55 -1.85 0.339
O 3.87 3.82 -1.58 -0.659
S 2.87 4.81 -1.24 1.283
O 1.66 4.94 -2.01 -0.683
C 2.48 4.63 0.50 -0.742
C 3.50 5.52 1.21 -0.599
C 3.58 6.81 0.38 -0.590
C 3.70 6.40 -1.10 -0.738
H 2.54 3.58 0.77 0.390
H 1.46 4.99 0.64 0.397
H 3.20 5.71 2.24 0.353
H 4.47 5.02 1.22 0.304
H 2.67 7.39 0.53 0.295
H 4.42 7.43 0.68 0.322
H 3.21 7.10 -1.77 0.359
H 4.73 6.26 -1.40 0.359
```

Properties
HOMO level, eV: -9.47
Calculated total energy, hartree: -2232.4882
Gap between HOMO and LUMO, Ha: 0.3195
SMILES: CCC[C@@H](C)C1=C(O)C(=O)C=C(N=C=O)C1=O.O=S1(=O)CCCC1.O=S1(=O)CCCC1
Largest force on an atom, eV/Å: 0.8


Entry from the Open Molecules 2025 dataset: an isolated molecule of H3OPS2 at a distorted geometry (wB97M-V/def2-TZVPD).

```
7
Properties=species:S:1:pos:R:3:mulliken_charge:R:1
O -0.76 1.70 0.34 -0.578
S -0.61 0.27 -0.37 0.359
P 1.54 -0.26 0.05 -0.047
S -1.80 -1.12 0.21 -0.261
H -0.84 0.50 -1.66 0.227
H 1.14 -1.59 0.17 0.126
H 1.33 0.52 1.26 0.172
```

Properties
HOMO level, eV: -9.39
Calculated total energy, hartree: -1214.6503
Gap between HOMO and LUMO, Ha: 0.3149
SMILES: O=[S@@H](P)=S
Largest force on an atom, eV/Å: 5.9


Entry from the Open Molecules 2025 dataset: an isolated molecule of C6H15N3 at a distorted geometry (wB97M-V/def2-TZVPD).

```
24
Properties=species:S:1:pos:R:3:mulliken_charge:R:1
C -0.63 0.10 -0.97 -0.731
C -0.79 1.58 -0.60 -0.993
C -0.31 -0.81 0.19 -0.057
C 0.48 -2.83 -1.15 -1.200
C 1.32 1.98 0.48 -0.639
C 0.82 -1.65 -0.20 -0.508
N -0.15 1.90 0.67 0.213
N -0.28 1.05 1.71 -0.331
N -1.53 0.95 2.10 -0.423
H -1.40 -0.36 -1.48 0.650
H 0.24 0.04 -1.68 0.213
H -0.38 2.24 -1.32 0.473
H -1.84 1.79 -0.58 0.237
H -1.06 -1.26 0.89 0.378
H -0.15 -3.58 -0.54 0.269
H 1.36 -3.36 -1.27 0.436
H 0.05 -2.66 -2.17 0.307
H 1.73 2.93 0.26 0.290
H 1.81 1.67 1.44 0.294
H 1.59 1.12 -0.31 0.179
H 1.64 -1.19 -0.90 0.139
H 1.27 -2.16 0.58 0.405
H -2.17 1.58 1.75 0.170
H -1.65 0.92 3.11 0.228
```

Properties
HOMO level (alpha / beta), eV: -6.94 / -6.71
Calculated total energy, hartree: -401.6639
Gap between HOMO and LUMO (alpha / beta), Ha: 0.2955 / 0.2871
Largest force on an atom, eV/Å: 3.6


Entry from the Open Molecules 2025 dataset: C20H22F3MgN5O2S as an isolated structure (wB97M-V/def2-TZVPD).

```
54
Properties=species:S:1:pos:R:3:mulliken_charge:R:1
Mg -0.29 -0.22 0.33 1.540
C 2.33 0.44 -1.07 -0.908
C 1.76 1.86 -1.01 -0.777
N 0.31 1.82 -0.78 -0.252
C -0.21 2.92 0.05 -0.641
C -0.21 2.56 1.57 -1.011
N 0.34 1.22 1.83 -0.365
C 1.79 1.20 2.11 -0.906
C 2.53 0.05 1.39 -0.974
N 1.90 -0.34 0.11 -0.471
H 3.42 0.48 -1.16 0.444
H 1.94 -0.07 -1.95 0.284
H 2.03 2.39 -1.92 0.493
H 2.24 2.40 -0.19 0.305
H -0.17 1.80 -1.67 0.365
H -1.24 3.10 -0.26 0.386
H 0.35 3.85 -0.12 0.456
H -1.24 2.57 1.91 0.426
H 0.34 3.32 2.13 0.454
H -0.15 0.78 2.60 0.448
H 1.98 1.10 3.18 0.464
H 2.21 2.16 1.82 0.453
H 2.52 -0.82 2.03 0.465
H 3.58 0.34 1.24 0.415
H 2.09 -1.32 -0.05 0.373
F -5.61 0.76 -3.02 -0.320
C -4.83 0.75 -1.92 0.608
F -4.71 2.03 -1.53 -0.234
F -5.51 0.11 -0.97 -0.228
C -3.49 0.13 -2.21 -0.288
C -3.24 -0.37 -3.47 -0.157
C -2.01 -0.95 -3.77 -1.138
C -1.07 -0.96 -2.77 -0.208
N -1.27 -0.45 -1.55 -0.069
C -2.48 0.05 -1.21 0.560
S -2.68 0.52 0.44 -0.479
H -4.02 -0.32 -4.22 0.505
H -1.81 -1.38 -4.73 0.399
H -0.09 -1.40 -2.95 0.367
O -1.10 -3.61 -1.06 -0.687
C -0.76 -3.44 0.09 -0.135
N -0.49 -2.22 0.71 0.236
C -0.09 -2.47 2.00 0.214
O 0.27 -1.59 2.78 -0.705
C -0.07 -3.95 2.26 0.187
C 0.31 -4.69 3.35 -0.362
C 0.25 -6.08 3.24 -0.517
C -0.17 -6.68 2.05 -0.463
C -0.55 -5.91 0.95 -0.422
C -0.49 -4.54 1.08 0.131
H 0.64 -4.22 4.27 0.473
H 0.54 -6.70 4.07 0.392
H -0.21 -7.76 1.99 0.391
H -0.88 -6.37 0.02 0.482
```

Properties
HOMO level, eV: -7.58
Calculated total energy, hartree: -2097.6760
Gap between HOMO and LUMO, Ha: 0.2882
Largest force on an atom, eV/Å: 0.9